1.
{"formula": "C22H20IN2O4PtS", "method": "ωB97M-V/def2-TZVPD", "homo_lumo_gap_ev": [6.56, 6.44], "energy_ha": -2076.0184, "charge": -1, "molar_mass_g_mol": 730.5, "homo_energy_ev": [-4.3, -4.2], "elements": ["Pt", "C", "O", "C", "C", "C", "C", "C", "C", "N", "N", "C", "O", "C", "C", "C", "C", "C", "C", "C", "O", "H", "H", "H", "H", "H", "H", "H", "H", "H", "H", "H", "H", "C", "S", "O", "C", "C", "C", "C", "C", "C", "H", "H", "H", "H", "H", "H", "H", "H", "I"], "coordinates": [[-2.01980, 0.44514, 0.43117], [-1.21425, 4.61307, -0.55707], [0.19385, 4.67712, -0.45973], [0.84492, 3.75330, 0.32198], [2.01033, 4.18951, 0.90676], [2.78259, 3.32406, 1.68038], [2.34666, 2.04421, 1.90323], [1.15921, 1.54763, 1.33526], [0.77939, 0.21240, 1.67032], [-0.21201, -0.48156, 1.19211], [-0.32893, -1.77610, 1.54240], [-1.47393, -2.36382, 1.23970], [-2.47571, -1.81763, 0.70306], [-1.60992, -3.78765, 1.64324], [-2.80653, -4.43808, 1.34659], [-3.03664, -5.72349, 1.79484], [-2.07066, -6.37465, 2.54474], [-0.87044, -5.74257, 2.82194], [-0.63386, -4.45762, 2.37433], [0.39925, 2.39746, 0.46327], [-0.60613, 1.99999, -0.21791], [-1.52692, 5.61334, -0.86004], [-1.67787, 4.36959, 0.40189], [-1.54466, 3.88780, -1.30407], [2.30490, 5.21715, 0.74657], [3.70344, 3.67723, 2.12177], [2.93397, 1.38454, 2.52700], [1.41791, -0.28091, 2.40659], [-3.54763, -3.89987, 0.77367], [-3.97275, -6.22006, 1.57925], [-2.25333, -7.37260, 2.91877], [-0.12315, -6.25875, 3.40772], [0.29283, -3.95219, 2.59243], [-0.11560, -1.71764, -3.16482], [-0.59424, -0.68728, -1.68847], [-1.87348, -0.09972, -2.12085], [0.68204, 0.54922, -2.05747], [0.35161, 1.61411, -2.87349], [1.30507, 2.56622, -3.18240], [2.58456, 2.45140, -2.66071], [2.90143, 1.39937, -1.81754], [1.94705, 0.44194, -1.51071], [-0.21949, -1.11165, -4.05824], [-0.80340, -2.55656, -3.20302], [0.90341, -2.06715, -3.04791], [-0.66521, 1.68593, -3.22859], [1.05544, 3.40479, -3.81656], [3.33618, 3.18916, -2.90579], [3.88935, 1.33932, -1.38220], [2.18354, -0.36975, -0.83821], [-4.03242, 1.56226, 1.56479]], "nbo_charge": [0.917, -0.241, -0.536, 0.294, -0.259, -0.269, -0.191, -0.202, 0.098, -0.309, -0.461, 0.547, -0.697, -0.030, -0.207, -0.213, -0.221, -0.228, -0.200, 0.324, -0.729, 0.167, 0.190, 0.196, 0.211, 0.201, 0.197, 0.184, 0.241, 0.203, 0.200, 0.202, 0.234, -0.805, 1.287, -0.995, -0.235, -0.214, -0.199, -0.217, -0.226, -0.178, 0.223, 0.223, 0.215, 0.244, 0.208, 0.206, 0.210, 0.213, -0.574]}

2.
{"formula": "C5H8O", "method": "ωB97M-V/def2-TZVPD", "homo_lumo_gap_ev": 8.83, "energy_ha": -270.3362, "molar_mass_g_mol": 84.1, "homo_energy_ev": -7.8, "de_lowest_kj_mol": 582.0, "elements": ["C", "C", "C", "C", "C", "O", "H", "H", "H", "H", "H", "H", "H", "H"], "coordinates": [[1.55151, -0.05795, 1.07402], [-0.52629, -0.78064, 0.54933], [-1.82284, -0.31395, 0.01712], [-0.70114, -0.42194, -0.95911], [0.18664, 0.78596, -0.90800], [0.38668, 0.70803, 0.56225], [2.40144, 0.57199, 0.85618], [1.34932, -0.16845, 2.14391], [1.70421, -1.08078, 0.68714], [-2.27505, 0.63058, 0.30063], [-2.48365, -1.17905, 0.04098], [-0.66258, -1.14983, -1.76134], [-0.26467, 1.75426, -1.19943], [1.15643, 0.70178, -1.40366]], "nbo_charge": [-0.254, 0.008, -0.547, -0.396, -0.053, -0.456, 0.174, 0.224, 0.226, 0.222, 0.244, 0.219, 0.197, 0.194]}